Record 1
Molecular formula: C5H23N2O6
Method: DFT, ωB97M-V with the def2-TZVPD basis set

```
! wB97M-V def2-TZVPD RIJCOSX def2/J DEFGRID3
* xyz 1 1
O -1.2132 2.3070 -0.5757
C -0.8541 1.7079 0.4158
N -1.0704 2.1133 1.6827
C -0.3578 1.7000 2.9296
C 1.1168 2.0071 2.9356
C -0.2329 0.2763 0.2813
N -0.5036 -0.1474 -1.1481
C 0.6307 -0.3194 -2.0512
H -1.5006 3.0219 1.7713
H -1.0419 2.1103 3.6755
H -0.5959 0.6093 2.9362
H 1.7474 1.6494 2.1277
H 1.6192 1.6765 3.8375
H 1.3326 3.1049 2.8645
H 0.8133 0.3331 0.5570
H -0.7289 -0.3509 1.0116
H -1.0461 -0.9919 -1.0091
H -1.1166 0.6838 -1.5153
H 0.9772 -1.3389 -1.9400
H 1.3807 0.4783 -1.9878
H 0.2713 -0.2000 -3.1144
H -0.9512 -4.3559 1.9051
H -2.1001 -3.1991 2.0916
O -1.1723 -3.4206 2.0056
H 4.0227 0.6681 -1.5686
H 3.9283 1.2091 -0.0997
O 3.4236 0.8607 -0.8344
H -1.5766 -2.8253 -3.3470
H -2.7481 -1.7704 -3.1317
O -1.9272 -2.1322 -2.7873
H 1.2847 -2.9305 0.7714
H 2.6642 -3.4930 0.2767
O 2.1179 -2.7026 0.3459
H -2.9087 0.7430 -3.0059
H -1.6866 1.8576 -3.3610
O -1.9978 1.0605 -2.9458
*
```

Max |F|   3.10 eV Å⁻¹
HOMO-LUMO gap   10.575 eV
Lowest unoccupied orbital energy   -2.5 eV

---

Record 2
Molecular formula: C5H23NO5
Method: DFT, ωB97M-V with the def2-TZVPD basis set

```
! wB97M-V def2-TZVPD RIJCOSX def2/J DEFGRID3
* xyz 0 1
C -1.7217 0.2770 0.9254
C -2.6530 0.7164 -0.3259
C -0.3470 1.0874 0.7893
N 0.7195 0.3089 1.4693
C 1.0966 -0.8921 0.6710
C 1.8091 1.1985 1.8923
H -1.2680 -0.7699 0.5483
H -2.1968 0.0931 1.7999
H -2.0604 0.3705 -1.2308
H -3.6462 0.2079 -0.0061
H -2.8832 1.7975 -0.5443
H -0.5269 2.0378 1.2596
H -0.0540 1.2629 -0.2518
H 0.5210 -1.0533 -0.2811
H 1.0448 -1.9043 1.1516
H 2.2303 -1.0510 0.5338
H 2.5459 0.6920 2.7392
H 2.3997 1.4054 1.0910
H 1.3292 2.1089 2.3346
H -1.5296 -0.9335 -3.0125
H -0.9075 -0.0351 -4.1468
O -1.7029 -0.4366 -3.7279
H 0.3570 0.1614 3.4886
H 1.4386 -0.9684 3.6114
O 1.0583 -0.2895 4.1718
H 1.3703 2.8576 -0.2038
H 2.0800 1.9335 -1.2279
O 1.2670 2.4018 -0.9801
H -1.2565 -2.6940 -1.7273
H -1.6832 -1.6599 -0.4681
O -0.9082 -2.1503 -0.8980
H 1.6340 -2.3717 -2.7358
H 0.5629 -1.6041 -1.9790
O 1.0807 -1.5714 -2.9083
*
```

Max |F|   7.91 eV Å⁻¹
HOMO-LUMO gap   8.836 eV
SMILES   CCCN(C)C.O.O.O.O.O
Lowest unoccupied orbital energy   0.2 eV

---

Record 3
Molecular formula: C5H23NO5S
Method: DFT, ωB97M-V with the def2-TZVPD basis set

```
! wB97M-V def2-TZVPD RIJCOSX def2/J DEFGRID3
* xyz 0 1
C 0.2426 1.6783 -1.1911
C 1.3565 1.2399 -2.0690
S 2.9517 0.6200 -1.2898
C -0.2624 0.6902 -0.1283
N -0.3852 -0.7167 -0.5171
C 0.2975 -1.7592 0.4222
C 1.1355 -2.8124 -0.4642
H -0.6161 1.9513 -1.8977
H 0.3940 2.7795 -0.8480
H 0.9881 0.6782 -2.9444
H 1.8948 2.0664 -2.5218
H 2.4669 -0.5745 -0.6667
H 0.2226 0.9004 0.8519
H -1.2884 1.0453 0.0831
H -0.0618 -0.8197 -1.5021
H 0.9589 -1.2197 1.0753
H -0.5506 -2.3199 0.9335
H 0.3205 -3.6265 -0.5003
H 1.7868 -2.4053 -1.2428
H 1.8492 -3.4184 0.0804
H -1.9489 0.2915 2.9136
H -2.7753 1.3778 2.3601
O -2.6335 0.4677 2.2807
H 1.2217 0.6404 1.9273
H 1.3121 1.9527 2.8243
O 1.2445 1.0052 2.8096
H -0.4177 -1.2670 3.2728
H 0.1309 0.0814 3.6579
O -0.6252 -0.5327 3.8822
H -2.8294 -1.3192 -0.6967
H -3.3667 -0.6586 0.5321
O -3.6435 -0.9596 -0.3653
H -1.7378 0.0918 -3.9318
H -1.9894 0.0067 -2.5146
O -1.5067 0.5506 -3.1367
*
```

Max |F|   3.41 eV Å⁻¹
HOMO-LUMO gap   9.587 eV
SMILES   CCNCCCS.O.O.O.O.O
Lowest unoccupied orbital energy   0.4 eV

---

Record 4
Molecular formula: C5H23NO6
Method: DFT, ωB97M-V with the def2-TZVPD basis set

```
! wB97M-V def2-TZVPD RIJCOSX def2/J DEFGRID3
* xyz 0 1
C -1.3912 2.1513 -1.3031
C -0.9084 1.1154 -0.3172
C -1.8047 0.5674 0.7141
C -1.3321 0.1860 1.8697
C -2.0935 -0.3497 3.0517
N -1.9729 1.5030 -2.5085
H -0.6775 2.9703 -1.5813
H -2.2272 2.7316 -0.8286
H 0.1189 1.4001 0.1898
H -0.5811 0.1647 -0.8514
H -2.8897 0.5402 0.2854
H -0.1281 0.1721 1.9651
H -2.2753 0.4509 3.7008
H -1.6053 -1.1460 3.5599
H -3.0563 -0.5881 2.7282
H -2.6841 2.0199 -2.9174
H -1.2923 1.2480 -3.1982
H -0.9502 -3.0835 1.1944
H -0.0211 -2.7870 2.3283
O -0.0366 -3.0625 1.3982
H 2.5218 -2.6124 0.9771
H 3.4549 -1.6523 0.4294
O 3.4141 -2.6040 0.5318
H 2.4141 1.4427 0.9676
H 1.9711 2.7083 1.7395
O 2.0125 1.7488 1.7837
H 3.1630 1.9584 -1.5111
H 2.1630 0.9340 -0.8309
O 2.4424 1.9085 -0.8654
H 0.0916 -3.0865 -3.1469
H -0.9187 -1.9378 -3.5499
O -0.0861 -2.1667 -3.1943
H 2.3064 -1.1563 -1.4917
H 0.9609 -0.9011 -0.6400
O 1.8976 -0.7879 -0.6789
*
```

Max |F|   4.47 eV Å⁻¹
HOMO-LUMO gap   9.327 eV
SMILES   C/C=C/CCN.O.O.O.O.O.O
Lowest unoccupied orbital energy   0.4 eV

---

Ordered relative energy (zero: lowest compared OMol25 entry of this formula, charge and spin) results: 57.7 100.0 43.5 56.3; unit kcal per mole.
Ordered HOMO results: -13.10 -8.61 -9.22 -8.96; unit eV.